The following is a quantum chemistry calculation of C32H38AsF6GeN7O8S2V as an isolated structure, from the Open Molecules 2025 dataset.

Properties
HOMO energy (alpha / beta) (eV): -5.940 / -5.944
Multiplicity: 3
E_LUMO (alpha / beta) (eV): 2.011 / 2.210
HOMO-LUMO gap (alpha / beta) (eV): 7.95 / 8.15
Net charge: -1

```
96
C32H38AsF6GeN7O8S2V | the Open Molecules 2025 dataset | ωB97M-V/def2-TZVPD
V -1.18310 -2.20698 0.26735
C 3.01840 -3.46475 -0.43343
C 1.49471 -3.45949 -0.24832
N 0.92117 -2.36988 0.16580
O 1.74737 -1.29646 0.45823
C 0.54187 -4.54939 -0.54877
C 0.91948 -5.95885 -0.90184
N -0.71039 -4.26460 -0.27239
O -1.58780 -5.16889 -0.40485
H 3.26440 -2.99495 -1.39156
H 3.36229 -4.51246 -0.55269
H 3.60157 -3.02075 0.36964
H 1.64629 -1.13732 1.43051
H 1.88760 -5.98877 -1.38507
H 0.24942 -6.41990 -1.65418
H 0.88767 -6.67980 -0.04895
N -4.69562 1.28128 -1.60244
H -5.13980 2.16148 -1.35806
H -3.98778 1.45038 -2.31179
H -4.29913 0.98494 -0.71372
N -1.92744 -0.24448 0.71255
C -2.64105 0.46062 1.29963
N -3.43591 1.29089 1.84363
C -3.72189 1.35697 3.13021
N -4.06190 1.42165 4.23395
O -2.03590 -0.16954 -2.88128
C -1.14823 -0.45809 -2.11819
O -1.18783 -1.59419 -1.46474
C 0.08480 0.42032 -1.71824
C 0.39382 1.49320 -2.78754
Ge 1.45646 2.91221 -1.97609
C 0.39683 3.86616 -0.65036
C -0.93072 3.45293 -0.44813
C -1.65468 3.90414 0.63250
C -1.02795 4.72378 1.57438
C 0.24757 5.19405 1.34578
C 0.96409 4.75184 0.26215
C 2.87608 2.00972 -0.99179
C 2.85625 1.93696 0.38967
C 3.75901 1.14990 1.05639
C 4.66508 0.35240 0.34189
C 4.70342 0.45525 -1.02728
C 3.82909 1.30776 -1.70106
C 2.24100 4.06969 -3.32092
C 2.22923 5.45321 -3.15365
C 2.92301 6.26337 -4.03964
C 3.66001 5.73277 -5.06965
C 3.60323 4.34796 -5.28468
C 2.91412 3.52435 -4.42090
H 0.95560 -0.20732 -1.52893
H -0.15272 0.88421 -0.76655
H -0.50982 1.88144 -3.26575
H 0.96071 1.07903 -3.59728
H -1.34988 2.79141 -1.21040
H -2.64991 3.50584 0.83257
H -1.60437 5.08979 2.44892
H 0.72148 5.78833 2.11330
H 2.00160 5.03907 0.08536
H 2.08437 2.41264 0.97527
H 3.75369 1.07971 2.15266
H 5.32958 -0.33963 0.85958
H 5.43847 -0.13918 -1.54728
H 3.83875 1.29275 -2.78823
H 1.72446 5.83576 -2.29292
H 2.90062 7.32561 -3.84904
H 4.24058 6.32702 -5.76553
H 4.15684 3.88394 -6.09482
H 2.91939 2.47127 -4.64831
C -4.25446 -3.56635 -1.31412
As -3.72954 -3.12456 0.46589
C -4.10880 -4.69644 1.55054
C -4.99401 -1.78956 1.06766
H -5.23910 -3.99752 -1.36236
H -3.57017 -4.34585 -1.68805
H -4.12941 -2.65214 -1.91622
H -5.06808 -5.11352 1.26213
H -4.10623 -4.39296 2.58149
H -3.30585 -5.42466 1.40416
H -6.00624 -2.15958 1.07007
H -4.90502 -0.89648 0.40673
H -4.70856 -1.50401 2.07919
F 0.57789 -4.48870 3.63781
C -0.48412 -4.11058 4.32688
F -0.22525 -3.98025 5.59943
F -1.43094 -5.06193 4.17394
S -1.06281 -2.45220 3.67992
O -0.73719 -2.55359 2.26627
O -2.45469 -2.36535 4.01521
N -0.29784 -1.42184 4.53037
S 1.12554 -0.76397 4.30873
O 1.79287 -1.43676 3.19479
O 1.81849 -0.56493 5.55569
C 0.74241 0.94368 3.68464
F 1.87866 1.71439 3.82604
F -0.18019 1.51676 4.43020
F 0.33497 0.91658 2.41827
```

---

The following is a quantum chemistry calculation of C32H38BN6O9PReTe as an isolated structure, from the Open Molecules 2025 dataset.

Properties
HOMO energy (alpha / beta) (eV): -12.679 / -12.678
Multiplicity: 2
E_LUMO (alpha / beta) (eV): -6.394 / -6.438
HOMO-LUMO gap (alpha / beta) (eV): 6.29 / 6.24
Net charge: +2

```
89
C32H38BN6O9PReTe | the Open Molecules 2025 dataset | ωB97M-V/def2-TZVPD
Re 0.77352 0.25518 0.11846
O 0.72060 -3.54989 -2.16649
C 0.66795 -2.56963 -1.28342
O -0.06146 -1.60490 -1.31775
C 1.54996 -2.73272 -0.11374
C 2.27230 -3.85410 0.21534
C 2.84560 -3.93567 1.48466
C 2.56513 -2.93216 2.39032
C 1.83719 -1.82884 1.96991
N 1.41471 -1.67834 0.69656
C 1.35787 -0.73181 2.78144
O 1.45942 -0.64901 4.07715
O 0.76470 0.17359 2.18590
H 0.05381 -3.40921 -2.85583
H 2.35571 -4.65979 -0.50287
H 3.44683 -4.78843 1.76992
H 2.91730 -3.00735 3.41516
H 1.85378 -1.43311 4.48001
C -7.80674 6.05035 -3.07377
C -7.50267 4.56778 -3.35119
C -8.62056 3.72027 -2.73786
C -7.48656 4.32605 -4.86835
C -6.13590 4.24246 -2.74666
C -4.98658 4.82130 -3.29865
C -3.71604 4.65286 -2.75252
C -3.63745 3.87188 -1.62578
O -2.52490 3.58460 -0.83236
B -3.05045 2.83789 0.20133
O -4.39265 2.60909 0.08625
C -4.75321 3.28364 -1.08075
C -6.01015 3.44131 -1.60852
H -8.80304 6.30003 -3.45136
H -7.08352 6.70768 -3.56399
H -7.78893 6.25752 -1.99992
H -9.55631 3.93309 -3.25841
H -8.77676 3.95575 -1.68113
H -8.42142 2.64825 -2.83760
H -8.48794 4.48399 -5.27715
H -7.18290 3.29962 -5.10012
H -6.81083 5.01147 -5.38759
H -5.08114 5.44294 -4.18214
H -2.84107 5.13326 -3.17907
H -6.86091 2.95204 -1.14903
C -1.49709 0.46892 -2.59120
C -0.06456 0.81349 -2.78738
N 0.94893 0.59758 -1.93615
C 2.12209 1.01228 -2.57145
C 1.80702 1.47771 -3.79240
N 0.43174 1.34781 -3.91567
C -0.36232 1.73956 -5.08994
N -0.82083 0.62295 -5.85028
N -2.09383 0.15007 -5.64394
N -2.26482 -0.88841 -6.36910
C -1.08873 -1.13026 -7.07842
C -0.77305 -2.14879 -7.98259
C 0.49768 -2.15125 -8.50994
C 1.44356 -1.16603 -8.15731
C 1.14380 -0.15368 -7.27085
C -0.15154 -0.16552 -6.74238
H -1.69057 0.31217 -1.53460
H -1.73415 -0.45667 -3.11506
H -2.15596 1.24174 -2.98478
H 3.08717 0.93030 -2.09730
H 2.42095 1.89189 -4.57802
H 0.25798 2.38095 -5.70449
H -1.23654 2.29303 -4.76344
H -1.51290 -2.89222 -8.25910
H 0.78458 -2.92569 -9.21063
H 2.43218 -1.20437 -8.59830
H 1.87660 0.60541 -7.01535
C -0.30634 2.31112 5.59096
C 0.14308 2.73171 4.21844
O -0.95341 2.42873 3.27981
P -0.98560 3.08056 1.86622
O -2.30167 2.38829 1.30214
Te 0.94309 2.91252 0.44362
O -1.21695 4.61842 1.99696
C -2.42770 5.21290 2.60740
C -2.28479 6.70706 2.54472
H 0.53833 2.37231 6.27817
H -0.66907 1.28206 5.57053
H -1.10444 2.95428 5.96300
H 1.02258 2.18000 3.89278
H 0.36166 3.79956 4.17334
H -2.50841 4.84975 3.62937
H -3.29840 4.86991 2.04740
H -1.39884 7.03429 3.09222
H -3.16427 7.17171 2.99360
H -2.20303 7.04190 1.51049
```

---

What energy relative to the best compared isomer or geometry (same formula, charge and spin) values result from the calculations? In sequence: 0.000 1.268 eV.
What total energy values result from the calculations? In sequence: -8879.74448 -2960.12462 hartree.